a:
Here is C3H8O in the gas phase from OMol25. Energies are from ωB97M-V/def2-TZVPD.

Each line ends with the Löwdin charge.
Cartesian coordinates (Å):
O -0.60587 -0.92663 -0.03985  -0.265
C 0.55167 -0.35767 0.60883  -0.275
C -1.64037 0.08493 -0.01244  -0.154
C 1.42987 0.27754 -0.55507  -0.049
H 1.11110 -1.24291 1.07248  0.125
H -1.35177 1.19368 -0.42696  0.114
H 2.42624 0.39647 -0.26551  0.042
H 1.32080 -0.41633 -1.40650  0.087
H 0.94537 1.19829 -0.78215  0.042
H -2.46199 -0.44927 -0.82371  0.139
H 0.36090 0.12994 1.52788  0.086
H -2.08593 0.11195 1.10301  0.108

Calculated values
Lowest unoccupied orbital energy (eV): 1.10
SMILES string: CCOC
Gap between HOMO and LUMO (eV): 10.9


b:
Here is 4 unconnected molecules or ions with the total composition C3H8O from OMol25. Energies are from ωB97M-V/def2-TZVPD.

Each line ends with the Löwdin charge.
Cartesian coordinates (Å):
O 1.26664 -0.03886 -0.50786  -0.163
C 1.67898 -0.03284 0.67662  -0.290
C -0.85328 -0.17043 -0.77746  -0.060
C -1.48361 0.15085 0.39766  -0.157
H -2.01122 -0.61508 0.96243  0.075
H -0.66604 0.56908 -1.54454  0.082
H 0.51009 0.02801 1.59772  0.087
H 2.08575 0.89482 1.11685  0.088
H -1.81335 1.17484 0.56716  0.078
H -0.33072 0.10703 1.32546  0.087
H -0.71958 -1.20657 -1.06667  0.085
H 2.06082 -0.96460 1.13284  0.089

Calculated values
Lowest unoccupied orbital energy (eV): 1.09
Gap between HOMO and LUMO (eV): 10.6


c:
Here is 2 unconnected molecules or ions with the total composition C3H8O from OMol25. Energies are from ωB97M-V/def2-TZVPD.

Each line ends with the Löwdin charge.
Cartesian coordinates (Å):
O 1.53790 0.18376 -0.58446  -0.001
C -0.01610 -1.35341 -1.50109  0.003
C 1.12067 -0.67361 -1.54556  -0.304
C -1.13423 1.10355 1.93556  -0.043
H 2.49928 0.22786 -0.64050  0.103
H 1.71362 -0.84434 -2.43502  0.104
H -0.33665 -2.21013 -2.06575  0.047
H -1.50298 2.12405 2.05177  0.015
H -0.53539 0.89910 2.81893  0.016
H -0.81041 -0.88058 -0.92098  0.053
H -1.95254 0.39517 1.88800  0.012
H -0.58318 1.02858 0.99910  -0.004

Calculated values
Lowest unoccupied orbital energy (eV): 0.82
SMILES string: C=CO.C
Gap between HOMO and LUMO (eV): 9.8


d:
Here is 2 unconnected molecules or ions with the total composition C3H8O from OMol25. Energies are from ωB97M-V/def2-TZVPD.

Each line ends with the Löwdin charge.
Cartesian coordinates (Å):
O 2.10086 0.04814 0.58298  0.005
C -0.00559 0.48822 -0.50951  -0.229
C 1.00851 0.56342 0.60616  -0.290
C -1.44511 0.40970 -0.00189  -0.112
H -1.63280 1.16419 0.77121  0.071
H -1.66367 -0.57263 0.42929  0.076
H 0.69323 1.16923 1.48601  0.124
H -2.15612 0.58614 -0.81391  0.072
H 0.25287 -0.35151 -1.16204  0.097
H 1.57127 -2.15802 -0.07115  0.020
H 0.12847 1.40639 -1.10008  0.120
H 1.14808 -2.75328 -0.21707  0.045

Calculated values
Lowest unoccupied orbital energy (eV): 0.99
SMILES string: [H][H].CCC=O
Gap between HOMO and LUMO (eV): 10.9


d takes first place; second place is 0.0086 hartree up.


a:
Here is 2 unconnected molecules or ions with the total composition C3H8O from OMol25. Energies are from ωB97M-V/def2-TZVPD.

Each line ends with the Löwdin charge.
Cartesian coordinates (Å):
O 1.45422 -1.55791 1.53570  0.041
C 0.88358 -0.56440 1.16368  -0.331
C -0.72974 -0.02200 -2.32327  -0.046
C 0.21783 0.43896 2.03677  -0.054
H -0.54784 0.97945 1.48192  0.069
H 0.91086 -0.33410 0.07924  0.097
H -0.20027 -0.04245 2.92540  0.086
H -0.84401 0.29898 -1.29168  -0.008
H 0.96109 1.14668 2.41479  0.088
H -0.30289 0.79592 -2.89933  0.019
H -0.08117 -0.88812 -2.41065  0.020
H -1.72168 -0.25100 -2.71257  0.019

Calculated values
Lowest unoccupied orbital energy (eV): 0.94
SMILES string: CC=O.C
Gap between HOMO and LUMO (eV): 10.8


b:
Here is C3H8O in the gas phase from OMol25. Energies are from ωB97M-V/def2-TZVPD.

Each line ends with the Löwdin charge.
Cartesian coordinates (Å):
O 0.91891 0.17707 0.75008  -0.201
C 0.49624 0.67784 -0.52637  -0.285
C 0.47324 -1.10131 1.07787  -0.159
C -0.98936 0.74103 -0.76737  -0.088
H -1.34334 -0.28940 -0.66985  0.067
H 0.05626 -1.81356 0.37941  0.078
H -1.50815 1.43334 -0.09032  0.084
H 0.96472 -0.00060 -1.26439  0.120
H -1.09434 1.12584 -1.78609  0.079
H -0.25933 -0.97206 1.84995  0.073
H 1.32223 -1.67003 1.59325  0.106
H 0.96291 1.69184 -0.54616  0.128

Calculated values
Lowest unoccupied orbital energy (eV): 1.12
SMILES string: CCOC
Gap between HOMO and LUMO (eV): 10.7


c:
Here is 2 unconnected molecules or ions with the total composition C3H8O from OMol25. Energies are from ωB97M-V/def2-TZVPD.

Each line ends with the Löwdin charge.
Cartesian coordinates (Å):
O -2.84336 -1.22439 -0.45310  0.025
C 1.09470 0.45888 0.76112  -0.161
C 0.97581 1.68643 -0.19371  -0.160
C -2.09173 -2.12872 -0.58288  -0.172
H -0.99388 -2.08865 -0.34374  0.067
H 1.41599 1.43589 -1.15320  0.057
H 1.55336 2.53879 0.18280  0.056
H -2.20191 -3.14880 -1.00782  0.078
H 0.60329 -0.35761 0.22552  0.034
H 0.43640 0.63064 1.61162  0.059
H 2.10931 0.20151 1.04494  0.057
H -0.05796 1.99605 -0.09156  0.059

Calculated values
Lowest unoccupied orbital energy (eV): 0.88
SMILES string: C=O.CC
Gap between HOMO and LUMO (eV): 11.1


a takes first place; second place is 0.0175 hartree up.


a:
Here is a molecular structure, C4H8N2O from OMol25. Energies are from ωB97M-V/def2-TZVPD.

Each line ends with the Löwdin charge.
Cartesian coordinates (Å):
O 0.13557 -1.57992 -0.27888  0.026
N -2.07568 -1.27442 0.58334  0.167
N -0.78208 1.59473 0.12260  0.067
C 0.80284 -0.32012 -0.62932  -0.280
C -0.58259 0.38673 -0.63026  -0.268
C 1.77552 0.07056 0.45949  -0.037
C -1.03788 -0.92271 -0.03083  -0.436
H -1.27522 2.29351 -0.41831  0.076
H -1.33225 1.40309 0.95276  0.080
H 1.25714 -0.39619 -1.61988  0.139
H -1.98683 -2.23179 0.92537  0.063
H 2.44543 0.87022 0.13111  0.084
H 1.23009 0.42546 1.33886  0.080
H 2.38322 -0.79268 0.75108  0.085
H -0.95728 0.47355 -1.65715  0.153

Calculated values
Lowest unoccupied orbital energy (eV): 0.94
Gap between HOMO and LUMO (eV): 10.7


b:
Here is C4H8N2O in the gas phase from OMol25. Energies are from ωB97M-V/def2-TZVPD.

Each line ends with the Löwdin charge.
Cartesian coordinates (Å):
O 1.49731 -1.63590 -0.57454  0.050
N -0.41252 1.32418 0.35319  0.041
N 2.12315 0.38661 0.26928  0.177
C 1.21632 -0.52984 -0.14153  -0.499
C -0.72565 0.91054 -1.01486  -0.093
C -0.22654 -0.07566 -0.02653  -0.444
C -1.15094 -1.13974 0.51195  -0.017
H 3.10368 0.16176 0.22207  0.113
H -0.06123 1.30546 -1.77986  0.111
H -1.77045 0.82966 -1.31068  0.111
H -2.19808 -0.82588 0.43872  0.083
H -1.26043 1.43384 0.90344  0.100
H -0.92238 -1.34922 1.56330  0.090
H 1.79997 1.26802 0.64000  0.091
H -1.01220 -2.06382 -0.05395  0.086

Calculated values
Lowest unoccupied orbital energy (eV): 1.01
SMILES string: C[C@@]1(C(N)=O)CN1
Gap between HOMO and LUMO (eV): 10.5


b takes first place; second place is 0.0213 hartree up.